No. 1
Density functional theory data (ωB97M-V/def2-TZVPD) for a cluster of 24 separate species, C48H144O24 in total in a non-equilibrium geometry.

The value obtained for the molecular weight is 1105.656 g mol⁻¹. The calculation puts the calculated total energy at -3720.58350 Ha. Its HOMO-LUMO gap is 9.8008 eV. The HOMO energy comes out at -9.49 eV. Its energy above the lowest of the compared OMol25 structures with the same formula, charge and spin is 5.439 eV.

```
! RIJCOSX wB97M-V def2-TZVPD def2/J DEFGRID3
* xyz 0 1
C -3.884 3.754 -3.885
C -2.553 4.285 -4.397
O -2.719 5.420 -5.269
H -3.743 2.801 -3.374
H -4.611 3.736 -4.697
H -4.358 4.236 -3.029
H -2.025 3.509 -4.950
H -1.931 4.420 -3.512
H -3.154 6.109 -4.760
C 4.588 -1.212 -3.575
C 3.782 -1.271 -2.282
O 2.407 -1.302 -2.562
H 5.647 -1.248 -3.318
H 4.390 -0.285 -4.113
H 4.326 -2.068 -4.197
H 4.086 -0.424 -1.666
H 4.038 -2.149 -1.689
H 2.340 -2.215 -2.853
C 0.297 0.017 -0.083
C -0.819 0.981 -0.286
O -0.616 2.213 0.412
H 0.332 -0.396 0.924
H 1.201 0.483 -0.476
H 0.153 -0.880 -0.686
H -1.646 0.512 0.247
H -1.118 1.084 -1.329
H -0.022 2.753 -0.114
C 6.770 1.937 1.801
C 6.104 2.481 0.580
O 6.540 3.836 0.381
H 6.632 2.545 2.694
H 7.841 1.907 1.602
H 6.429 0.941 2.084
H 5.034 2.547 0.782
H 6.373 1.874 -0.284
H 6.134 4.151 -0.430
C -2.506 -7.561 -0.263
C -1.541 -6.893 0.648
O -0.674 -6.243 -0.182
H -2.962 -6.866 -0.968
H -3.348 -7.996 0.276
H -2.049 -8.422 -0.751
H -0.967 -7.599 1.248
H -1.971 -6.176 1.347
H -0.980 -5.360 -0.404
C 4.211 -4.063 4.868
C 2.865 -3.408 5.063
O 2.480 -3.157 6.397
H 4.981 -3.528 5.426
H 4.506 -4.158 3.823
H 4.223 -5.060 5.308
H 2.117 -3.982 4.516
H 2.839 -2.421 4.601
H 3.079 -2.457 6.667
C -6.607 -4.566 1.045
C -5.832 -3.226 1.000
O -4.404 -3.476 1.231
H -6.377 -5.219 0.203
H -7.667 -4.378 0.872
H -6.539 -5.137 1.971
H -6.299 -2.465 1.624
H -5.945 -2.750 0.026
H -4.400 -3.503 2.191
C -2.222 -4.032 -2.806
C -3.318 -4.109 -1.750
O -2.852 -4.559 -0.548
H -2.243 -4.931 -3.421
H -1.302 -3.667 -2.350
H -2.541 -3.432 -3.659
H -4.096 -4.758 -2.152
H -3.886 -3.200 -1.550
H -3.609 -4.393 0.019
C -6.865 1.160 2.544
C -5.680 0.869 1.571
O -5.884 1.588 0.386
H -6.918 2.122 3.053
H -6.923 0.439 3.359
H -7.855 1.194 2.089
H -5.667 -0.186 1.297
H -4.693 0.979 2.019
H -5.478 2.454 0.477
C -4.371 -1.220 5.081
C -5.264 -2.487 4.946
O -4.501 -3.638 4.459
H -3.384 -1.549 5.406
H -4.791 -0.461 5.742
H -4.294 -0.799 4.078
H -6.183 -2.244 4.413
H -5.602 -2.797 5.935
H -3.842 -3.870 5.117
C 3.114 -2.104 1.577
C 4.517 -1.508 1.522
O 4.918 -1.154 2.833
H 3.019 -3.094 2.024
H 2.709 -2.188 0.568
H 2.495 -1.471 2.213
H 4.443 -0.693 0.803
H 5.282 -2.208 1.185
H 4.405 -0.416 3.170
C 5.161 2.478 -3.308
C 5.656 3.884 -3.580
O 6.504 4.377 -2.522
H 6.011 2.003 -2.817
H 4.936 1.977 -4.249
H 4.410 2.265 -2.547
H 4.737 4.425 -3.805
H 6.163 3.967 -4.541
H 7.108 4.877 -3.075
C -2.699 -1.930 -7.857
C -2.041 -2.390 -6.526
O -1.655 -1.211 -5.938
H -1.930 -1.356 -8.374
H -3.606 -1.334 -7.761
H -2.934 -2.850 -8.393
H -1.133 -2.970 -6.690
H -2.715 -2.972 -5.897
H -0.999 -1.406 -5.265
C 2.074 4.370 0.382
C 2.236 3.313 -0.763
O 1.115 3.252 -1.610
H 1.632 5.280 -0.025
H 2.974 4.489 0.985
H 1.319 3.950 1.046
H 2.623 2.395 -0.322
H 3.014 3.488 -1.506
H 1.413 2.819 -2.413
C 4.743 7.483 -1.904
C 3.613 7.149 -0.900
O 3.198 8.263 -0.063
H 4.390 8.262 -2.580
H 5.001 6.649 -2.556
H 5.694 7.822 -1.491
H 4.063 6.374 -0.280
H 2.703 6.699 -1.295
H 4.049 8.593 0.234
C -6.283 -0.488 -3.348
C -7.588 0.009 -2.748
O -7.413 -0.364 -1.379
H -6.045 -1.531 -3.139
H -5.525 0.144 -2.886
H -6.287 -0.233 -4.408
H -8.366 -0.497 -3.320
H -7.889 1.054 -2.819
H -6.698 0.208 -1.090
C 0.128 0.472 4.934
C -0.118 1.750 4.104
O 0.785 1.826 2.893
H 1.138 0.455 5.345
H -0.065 -0.368 4.267
H -0.653 0.289 5.671
H 0.096 2.559 4.803
H -1.177 1.774 3.847
H 0.198 1.936 2.142
C -3.288 5.886 -0.277
C -3.425 4.335 0.079
O -4.697 4.123 0.725
H -3.252 6.585 0.558
H -4.209 6.254 -0.730
H -2.397 6.032 -0.888
H -2.655 4.066 0.803
H -3.402 3.780 -0.859
H -4.511 4.568 1.555
C 0.928 6.119 4.024
C 1.618 7.465 3.963
O 2.723 7.401 4.895
H 1.381 5.238 3.569
H -0.068 6.289 3.613
H 0.738 5.942 5.082
H 0.950 8.246 4.326
H 1.970 7.569 2.936
H 3.564 7.134 4.516
C 2.314 -6.667 2.428
C 2.649 -6.076 1.048
O 1.994 -6.922 0.214
H 2.713 -7.666 2.608
H 1.242 -6.744 2.610
H 2.553 -5.975 3.235
H 3.726 -6.055 0.880
H 2.183 -5.103 0.893
H 1.143 -6.574 -0.062
C 0.786 -4.577 -4.796
C 1.504 -4.923 -3.467
O 2.512 -4.042 -3.185
H 0.110 -3.769 -4.518
H 0.150 -5.407 -5.104
H 1.458 -4.302 -5.609
H 1.883 -5.944 -3.509
H 0.765 -4.788 -2.677
H 2.784 -4.199 -2.278
C 0.071 1.525 -5.261
C 0.161 1.385 -3.777
O 1.525 1.305 -3.485
H 0.625 0.752 -5.794
H 0.563 2.435 -5.604
H -0.957 1.437 -5.613
H -0.347 0.522 -3.348
H -0.328 2.215 -3.267
H 1.809 0.390 -3.420
C 3.839 3.277 4.619
C 3.889 1.763 4.441
O 3.351 1.414 3.149
H 4.331 3.734 5.478
H 2.802 3.603 4.689
H 4.224 3.593 3.650
H 3.479 1.130 5.228
H 4.929 1.437 4.445
H 2.455 1.745 3.058
C -0.737 -2.592 2.928
C -0.955 -3.403 1.658
O -1.400 -2.582 0.625
H -0.736 -3.254 3.794
H -1.575 -1.936 3.160
H 0.205 -2.047 2.861
H -1.751 -4.122 1.850
H -0.081 -4.003 1.405
H -2.012 -3.148 0.148
*
```

No. 2
Density functional theory data (ωB97M-V/def2-TZVPD) for a structure of composition C48H32IrN2O6PS4 in a non-equilibrium geometry.

The value obtained for the molecular weight is 1084.251 g mol⁻¹. The calculation puts the calculated total energy at -4447.60325 Ha. Its HOMO-LUMO gap (alpha / beta) is 4.6115 / 4.5377 eV. The HOMO energy (alpha / beta) comes out at -4.89 / -7.43 eV. Its energy above the lowest of the compared OMol25 structures with the same formula, charge and spin is 0.000 eV.

```
! RIJCOSX wB97M-V def2-TZVPD def2/J DEFGRID3
* xyz 0 5
Ir -0.198 0.406 -0.386
O 1.843 -0.298 -1.546
S 2.653 0.476 -0.525
O 3.740 -0.296 0.046
O 1.626 1.026 0.537
C 3.356 1.960 -1.183
C 4.580 2.333 -0.592
C 5.049 3.625 -0.809
C 4.339 4.539 -1.609
C 3.144 4.179 -2.223
C 2.658 2.854 -2.022
S 1.160 2.410 -2.879
O 0.692 3.629 -3.502
O 1.465 1.276 -3.744
O 0.151 2.037 -1.679
H 5.128 1.606 0.030
H 6.001 3.927 -0.363
H 4.713 5.556 -1.751
H 2.572 4.866 -2.867
S -3.259 4.962 -1.692
C -4.081 6.467 -1.785
C -4.173 7.110 -0.582
C -3.553 6.347 0.468
C -3.006 5.169 0.011
C -2.329 4.113 0.799
C -1.765 3.047 0.061
N -1.252 1.903 0.655
C -1.297 1.907 2.043
C -1.760 3.012 2.861
C -1.674 2.899 4.278
C -1.116 1.786 4.881
C -0.577 0.715 4.107
C 0.165 -0.345 4.643
C 0.754 -1.243 3.765
C 0.478 -1.186 2.382
N -0.283 -0.214 1.791
C -0.730 0.749 2.657
C 1.683 -2.261 4.259
C 2.513 -3.061 3.489
C 3.322 -3.918 4.290
C 3.095 -3.741 5.626
S 1.906 -2.548 5.941
C -2.296 4.137 2.200
H -4.487 6.812 -2.735
H -4.672 8.079 -0.417
H -3.517 6.657 1.521
H -1.656 3.133 -1.024
H -2.066 3.719 4.903
H -1.099 1.708 5.976
H 0.319 -0.450 5.724
H 0.950 -1.938 1.767
H 2.519 -3.013 2.391
H 4.042 -4.642 3.883
H 3.584 -4.276 6.439
H -2.706 4.989 2.758
C 3.199 -5.398 -1.659
C 3.669 -4.148 -1.240
C 2.778 -3.094 -0.930
C 1.391 -3.307 -1.053
C 0.919 -4.569 -1.464
C 1.820 -5.600 -1.769
P 0.136 -2.002 -0.829
C -1.100 -2.923 0.103
C -0.697 -3.901 1.038
C -1.619 -4.476 1.926
C -2.969 -4.121 1.897
C -3.375 -3.169 0.954
C -2.466 -2.579 0.064
C -0.414 -1.805 -2.522
C 0.125 -2.444 -3.648
C -0.428 -2.179 -4.932
C -1.485 -1.309 -5.098
C -2.014 -0.605 -3.976
C -3.119 0.255 -4.090
C -3.603 0.883 -2.939
C -2.962 0.750 -1.699
C -1.738 0.083 -1.599
C -1.408 -0.810 -2.677
H 3.901 -6.211 -1.870
H 4.746 -3.983 -1.146
H 3.158 -2.108 -0.604
H -0.171 -4.715 -1.566
H 1.430 -6.583 -2.065
H 0.356 -4.242 1.092
H -1.250 -5.216 2.646
H -3.695 -4.568 2.585
H -4.423 -2.861 0.878
H -2.857 -1.887 -0.694
H 0.969 -3.136 -3.571
H -0.004 -2.682 -5.812
H -1.942 -1.150 -6.084
H -3.573 0.422 -5.082
H -4.509 1.493 -3.024
H -3.423 1.196 -0.811
*
```

No. 3
Density functional theory data (ωB97M-V/def2-TZVPD) for a cluster of 4 separate species, C48H33N2O6 in total in a non-equilibrium geometry.

The value obtained for the molecular weight is 733.800 g mol⁻¹. The calculation puts the calculated total energy at -2409.41587 Ha. Its HOMO-LUMO gap is 6.4608 eV. The HOMO energy comes out at -10.71 eV. Its energy above the lowest of the compared OMol25 structures with the same formula, charge and spin is 6.901 eV.

```
! RIJCOSX wB97M-V def2-TZVPD def2/J DEFGRID3
* xyz 1 1
C -1.080 -2.135 4.763
C -0.783 -3.599 4.689
C 0.113 -4.446 5.791
C 1.689 -4.339 5.353
C 2.861 -4.112 6.512
N 4.187 -4.007 5.775
C 3.860 -4.204 4.310
N 2.387 -4.394 4.013
H -2.217 -1.829 4.809
H -0.290 -1.270 4.726
H -1.286 -4.178 3.776
H 0.011 -3.840 6.813
H -0.279 -5.550 5.936
H 2.696 -4.046 7.679
H 5.125 -3.843 6.234
H 4.687 -4.213 3.465
H 1.897 -4.545 3.084
C -4.840 0.366 -2.872
C -5.339 -0.412 -1.828
C -4.486 -0.845 -0.811
C -3.127 -0.509 -0.844
C -2.624 0.248 -1.902
C -3.485 0.697 -2.912
C -1.183 0.566 -1.973
O -0.741 1.234 -2.900
C -0.283 0.061 -0.918
C 1.094 0.306 -1.004
C 1.951 -0.157 -0.004
C 1.436 -0.856 1.088
C 0.066 -1.107 1.173
C -0.794 -0.655 0.163
C -2.237 -0.956 0.245
O -2.689 -1.575 1.201
H -5.506 0.711 -3.660
H -6.393 -0.680 -1.803
H -4.884 -1.448 0.004
H -3.101 1.300 -3.733
H 1.503 0.854 -1.852
H 3.020 0.030 -0.075
H 2.103 -1.211 1.871
H -0.328 -1.657 2.026
C 3.710 -0.138 6.127
C 2.356 -0.362 5.879
C 1.503 0.715 5.635
C 2.003 2.023 5.651
C 3.352 2.249 5.923
C 4.210 1.164 6.151
C 3.881 3.626 5.992
O 5.066 3.825 6.228
C 2.959 4.760 5.781
C 3.435 6.073 5.900
C 2.573 7.151 5.689
C 1.239 6.923 5.350
C 0.761 5.616 5.236
C 1.621 4.533 5.462
C 1.098 3.156 5.374
O -0.075 2.954 5.081
H 4.376 -0.979 6.309
H 1.963 -1.377 5.874
H 0.448 0.533 5.437
H 5.267 1.332 6.351
H 4.475 6.259 6.161
H 2.943 8.169 5.787
H 0.569 7.762 5.179
H -0.282 5.446 4.976
C 0.492 1.891 -6.619
C 0.824 2.210 -7.935
C 0.177 1.569 -8.993
C -0.796 0.596 -8.734
C -1.110 0.260 -7.417
C -0.472 0.917 -6.357
C -2.098 -0.800 -7.132
O -2.377 -1.094 -5.976
C -2.740 -1.506 -8.259
C -3.636 -2.552 -8.003
C -4.257 -3.216 -9.063
C -3.993 -2.833 -10.378
C -3.096 -1.795 -10.636
C -2.461 -1.137 -9.574
C -1.487 -0.064 -9.859
O -1.251 0.270 -11.014
H 0.990 2.397 -5.794
H 1.585 2.960 -8.139
H 0.437 1.827 -10.018
H -0.722 0.669 -5.327
H -3.850 -2.856 -6.980
H -4.948 -4.032 -8.863
H -4.482 -3.345 -11.204
H -2.891 -1.504 -11.665
*
```

No. 4
Density functional theory data (ωB97M-V/def2-TZVPD) for a structure of composition C48H34BiF9GeIN5O in a non-equilibrium geometry.

The value obtained for the molecular weight is 1276.310 g mol⁻¹. The calculation puts the calculated total energy at -5686.53598 Ha. Its HOMO-LUMO gap (alpha / beta) is 5.4994 / 5.5004 eV. The HOMO energy (alpha / beta) comes out at -7.21 / -7.21 eV. Its energy above the lowest of the compared OMol25 structures with the same formula, charge and spin is 0.000 eV.

```
! RIJCOSX wB97M-V def2-TZVPD def2/J DEFGRID3
* xyz 0 1
Bi -0.094 0.945 0.231
C -3.502 5.480 -1.162
C -3.195 4.763 -2.318
C -2.123 3.898 -2.345
C -1.304 3.715 -1.196
C -1.600 4.469 -0.051
C -2.690 5.322 -0.038
N -0.321 2.752 -1.239
C 0.272 2.461 -2.434
C 0.768 3.460 -3.282
C 1.436 3.095 -4.440
C 1.557 1.757 -4.821
C 0.978 0.750 -4.054
C 0.320 1.122 -2.876
N -0.510 0.288 -2.130
N -0.985 -0.779 -2.653
C -1.924 -1.389 -1.886
C -2.900 -2.152 -2.595
C -3.918 -2.741 -1.874
C -3.961 -2.581 -0.475
C -2.948 -1.864 0.124
N -1.917 -1.293 -0.548
H -4.357 6.147 -1.124
H -3.813 4.875 -3.211
H -1.905 3.309 -3.236
H -0.961 4.358 0.831
H -2.927 5.882 0.870
H 0.664 4.502 -2.980
H 1.888 3.861 -5.074
H 2.093 1.488 -5.730
H 0.990 -0.286 -4.366
H -2.819 -2.208 -3.677
H -4.689 -3.313 -2.383
H -4.766 -3.009 0.118
H -2.943 -1.718 1.206
C -4.491 1.797 0.164
C -4.923 1.543 1.456
C -4.053 1.008 2.398
C -2.699 0.763 2.061
C -2.278 1.107 0.797
C -3.158 1.550 -0.161
C -1.795 0.126 3.027
C -2.232 -0.331 4.301
C -1.331 -0.886 5.170
C 0.031 -0.965 4.823
C 1.027 -1.460 5.685
C 2.358 -1.409 5.317
C 2.723 -0.867 4.069
C 1.768 -0.428 3.182
C 0.404 -0.474 3.526
N -0.530 -0.017 2.644
H -5.168 2.190 -0.591
H -5.951 1.738 1.739
H -4.405 0.792 3.406
H -2.843 1.692 -1.185
H -3.283 -0.263 4.561
H -1.647 -1.241 6.152
H 0.730 -1.843 6.659
H 3.125 -1.789 5.991
H 3.779 -0.809 3.812
H 2.065 -0.018 2.218
Ge 1.266 -1.483 -0.022
C 1.161 -2.402 -1.785
C 2.152 -2.114 -2.715
C 2.298 -2.906 -3.864
C 1.433 -3.964 -4.095
C 0.417 -4.231 -3.176
C 0.284 -3.464 -2.025
C 0.759 -2.831 1.379
C 1.801 -3.223 2.199
C 1.625 -4.189 3.195
C 0.385 -4.796 3.344
C -0.651 -4.456 2.491
C -0.473 -3.477 1.513
H 2.787 -1.409 0.259
H 2.834 -1.271 -2.563
H 3.104 -2.688 -4.562
H 1.548 -4.584 -4.977
H -0.275 -5.048 -3.349
H -0.523 -3.711 -1.328
H 2.782 -2.763 2.077
H 2.461 -4.446 3.842
H 0.232 -5.546 4.119
H -1.622 -4.935 2.571
H -1.294 -3.264 0.838
I 0.837 2.810 2.057
F 2.567 3.453 -1.102
C 3.739 3.044 -0.600
F 4.702 3.462 -1.467
F 3.941 3.732 0.551
C 3.756 1.492 -0.379
O 2.538 0.960 -0.302
C 4.614 1.227 0.890
F 5.766 1.941 0.922
F 3.937 1.515 2.023
F 4.969 -0.077 1.000
C 4.571 0.857 -1.549
F 4.020 1.166 -2.756
F 4.573 -0.493 -1.463
F 5.867 1.239 -1.591
*
```

Look up the calculated total energy of the fourth one.
-5686.53598 Ha